Entry from the Open Molecules 2025 dataset: one molecule with the formula C5H10O (ωB97M-V/def2-TZVPD).

Each line ends with the Löwdin charge.
Element x y z (Å)
C -0.10 2.35 -0.55  -0.12
C 1.05 1.35 -0.78  -0.27
C 0.85 0.20 0.17  -0.05
C -0.99 -1.72 1.20  -0.09
C 0.05 -2.01 0.13  -0.23
O 0.44 -0.80 -0.57  -0.11
H -0.09 2.73 0.48  0.07
H -1.07 1.88 -0.72  0.07
H -0.01 3.20 -1.23  0.07
H 2.00 1.84 -0.55  0.10
H 1.05 1.02 -1.83  0.10
H -1.69 -0.96 0.84  0.08
H -1.56 -2.63 1.42  0.08
H -0.52 -1.34 2.11  0.07
H -0.35 -2.65 -0.66  0.12
H 0.95 -2.48 0.54  0.12

For the energy relative to the best compared isomer or geometry (same formula, charge and spin), the calculation gives 271.6 kJ/mol. Its calculated total energy is -271.64916 Ha. Its multiplicity is 1. The largest force on an atom comes out at 0.71 eV Å⁻¹. Its highest occupied orbital energy is -8.31 eV.


Entry from the Open Molecules 2025 dataset: a 2-piece molecular cluster, C5H10O overall (ωB97M-V/def2-TZVPD).

Each line ends with the Löwdin charge.
Element x y z (Å)
C -1.20 -0.87 -0.54  -0.09
C -0.38 0.41 -0.31  -0.28
C -1.17 1.47 0.46  -0.10
C 1.46 -0.03 0.51  0.00
C 2.19 -1.14 -0.05  -0.36
O 1.90 -1.96 -0.90  0.01
H -2.09 -0.63 -1.14  0.09
H -1.56 -1.30 0.41  0.09
H -0.60 -1.61 -1.06  0.07
H 0.00 0.80 -1.24  0.11
H -0.59 2.38 0.64  0.07
H -2.06 1.77 -0.13  0.09
H -1.55 1.11 1.43  0.08
H 2.04 0.89 0.56  0.08
H 0.45 -0.10 0.92  0.04
H 3.18 -1.17 0.45  0.11

For the energy relative to the best compared isomer or geometry (same formula, charge and spin), the calculation gives 335.0 kJ/mol. Its calculated total energy is -271.62501 Ha. Its multiplicity is 1. The largest force on an atom comes out at 2.66 eV Å⁻¹. Its highest occupied orbital energy is -8.76 eV.


Entry from the Open Molecules 2025 dataset: one molecule with the formula C5H10O (ωB97M-V/def2-TZVPD).

Each line ends with the Löwdin charge.
Element x y z (Å)
C 0.04 -1.54 1.05  -0.08
C 0.02 -0.67 -0.20  -0.34
C -1.10 0.39 -0.15  -0.13
C -0.38 1.68 -0.56  -0.21
O 0.93 1.52 -0.06  -0.13
C 1.30 0.19 -0.36  -0.18
H -0.91 -2.08 1.18  0.08
H 0.84 -2.29 1.01  0.08
H 0.20 -0.92 1.94  0.09
H -0.10 -1.31 -1.08  0.13
H -1.94 0.15 -0.81  0.11
H -1.49 0.48 0.87  0.11
H -0.81 2.58 -0.12  0.12
H -0.37 1.79 -1.66  0.12
H 1.69 0.12 -1.38  0.12
H 2.09 -0.10 0.34  0.12

For the energy relative to the best compared isomer or geometry (same formula, charge and spin), the calculation gives 43.3 kJ/mol. Its calculated total energy is -271.73614 Ha. Its multiplicity is 1. The largest force on an atom comes out at 0.27 eV Å⁻¹. Its highest occupied orbital energy is -9.71 eV. Its structure (SMILES) is C[C@H]1CCOC1.


Looking at frontier orbital gap for the records above, in order, we have 9.37, 9.72, 10.84 eV.